This record from OMol25 describes a structure of composition C58H56BrGe2PbS4. The level of theory is ωB97M-V/def2-TZVPD.

XYZ file:
```
122
Properties=species:S:1:pos:R:3:forces:R:3
Pb -1.4271 -0.1404 -1.4336 0.01 -0.18 0.10
Br 1.3535 -0.4293 -3.0745 -0.02 0.04 0.00
C 2.1675 1.0414 -2.1750 0.07 0.03 -0.01
C 3.4280 1.3526 -2.6006 -0.04 -0.02 0.00
C 4.1340 2.4118 -2.0016 -0.03 0.04 0.06
C 3.5506 3.1134 -0.9892 0.03 -0.03 -0.05
C 2.2472 2.7963 -0.5352 -0.02 -0.02 -0.01
C 1.6881 3.5397 0.5317 -0.04 0.00 0.00
C 0.4409 3.2453 0.9901 0.05 0.00 -0.01
C -0.3011 2.2038 0.3926 0.06 -0.01 -0.04
C 0.1707 1.4405 -0.6518 -0.03 -0.01 -0.01
C 1.4911 1.7365 -1.1292 0.02 0.04 0.04
H 3.8812 0.7766 -3.3954 0.00 0.00 0.00
H 5.1317 2.6527 -2.3461 0.00 0.00 0.00
H 4.0770 3.9294 -0.5070 0.00 0.00 0.00
H 2.2771 4.3364 0.9722 0.00 0.00 0.00
H 0.0148 3.8020 1.8169 -0.01 0.00 -0.01
H -1.2817 1.9916 0.8007 -0.01 0.03 0.04
C -4.0264 -2.4582 7.2249 0.02 -0.01 -0.01
C -4.6662 -2.3119 5.8699 -0.01 -0.02 0.00
C -4.8386 -1.0593 5.2965 0.01 0.01 0.03
C -5.4773 -0.8971 4.0736 0.01 -0.02 -0.01
C -5.6749 0.4836 3.5070 0.00 0.01 0.00
C -5.9325 -2.0314 3.3889 0.02 0.01 -0.01
C -5.7553 -3.3026 3.9408 -0.01 0.01 -0.01
C -6.1607 -4.5538 3.2068 0.00 0.00 -0.01
C -5.1324 -3.4202 5.1790 -0.01 0.00 0.02
C -6.6785 -1.8615 2.1035 0.01 0.01 0.02
C -8.0707 -1.8730 2.1900 -0.01 -0.02 -0.01
C -8.8568 -1.6973 1.0664 -0.01 0.01 0.01
C -8.2486 -1.4935 -0.1610 0.01 -0.01 -0.04
C -6.8631 -1.4735 -0.2718 0.08 0.02 0.03
C -6.0539 -1.6735 0.8629 -0.02 0.00 -0.01
Ge -4.0759 -1.6399 0.6650 -0.06 -0.06 0.00
S -3.3055 0.3816 0.5322 0.03 0.04 -0.06
S -3.3782 -2.9655 -1.0330 -0.05 -0.03 0.02
Ge -1.7072 -3.3739 0.4201 -0.03 0.08 -0.02
S -0.1116 -1.9426 0.0774 0.02 0.06 -0.03
S -2.9813 -2.8635 2.2072 0.00 0.01 0.03
C -1.0570 -5.2462 0.4216 0.02 -0.02 0.03
C -1.0789 -6.0288 -0.7404 -0.01 -0.01 -0.04
C -0.6009 -7.3387 -0.7088 -0.01 0.01 0.00
C -0.0948 -7.8831 0.4578 -0.01 0.00 0.00
C -0.0495 -7.1077 1.6047 0.02 -0.01 -0.01
C -0.5154 -5.7975 1.5950 0.01 0.01 0.00
C -0.4012 -5.0000 2.8521 0.01 -0.01 -0.01
C -1.3849 -5.0993 3.8350 -0.03 0.03 0.04
C -2.5697 -6.0133 3.6722 0.02 -0.03 0.02
C -1.2728 -4.3226 4.9835 -0.02 0.02 -0.01
C -0.2138 -3.4495 5.1694 0.02 0.01 -0.01
C -0.1534 -2.5480 6.3727 0.00 -0.01 0.01
C 0.7794 -3.3985 4.1973 0.00 0.00 0.01
C 0.7130 -4.1716 3.0474 -0.02 -0.02 -0.01
C 1.8417 -4.1535 2.0512 -0.02 0.01 0.01
C -1.5733 -5.5191 -2.0566 0.06 0.02 -0.02
C -2.8713 -5.8155 -2.4789 -0.01 0.00 0.02
C -3.8244 -6.5448 -1.5723 0.00 0.00 0.02
C -3.2943 -5.3706 -3.7267 0.00 -0.01 0.00
C -2.4653 -4.6256 -4.5521 -0.03 0.00 0.01
C -2.9393 -4.1342 -5.8928 0.00 0.01 -0.02
C -1.1759 -4.3486 -4.1161 0.00 0.01 0.00
C -0.7064 -4.7968 -2.8876 -0.01 -0.01 0.00
C 0.7136 -4.5183 -2.4759 0.02 0.02 0.01
C -6.2663 -1.2178 -1.6177 -0.03 -0.07 -0.02
C -6.0597 -2.2748 -2.5070 0.00 0.02 -0.02
C -6.4670 -3.6837 -2.1627 -0.01 0.01 -0.02
C -5.4578 -2.0161 -3.7349 0.01 0.00 0.02
C -5.0604 -0.7370 -4.0924 -0.01 0.00 0.00
C -4.3139 -0.4868 -5.3742 0.02 -0.02 0.01
C -5.3312 0.3088 -3.2175 0.00 0.01 -0.01
C -5.9455 0.0931 -1.9922 -0.03 0.01 0.04
C -6.3083 1.2537 -1.1066 0.02 0.01 -0.01
H -3.3396 -1.6355 7.4264 0.00 -0.01 0.00
H -3.4686 -3.3926 7.3003 -0.01 0.00 0.00
H -4.7808 -2.4640 8.0158 -0.01 0.01 0.00
H -4.4741 -0.1799 5.8181 0.00 0.00 0.00
H -5.4481 1.2397 4.2591 0.00 0.00 0.00
H -6.7025 0.6277 3.1677 0.00 0.00 0.00
H -5.0203 0.6595 2.6497 0.00 0.00 0.00
H -6.7554 -4.3368 2.3220 -0.01 0.00 0.01
H -6.7355 -5.2204 3.8535 0.02 0.00 0.01
H -5.2662 -5.0877 2.8777 0.00 0.01 -0.02
H -5.0006 -4.4091 5.6097 0.00 0.00 -0.01
H -8.5280 -2.0221 3.1617 0.00 0.00 0.00
H -9.9371 -1.7105 1.1480 0.00 0.00 0.00
H -8.8452 -1.3411 -1.0535 0.00 0.00 0.00
H -0.6294 -7.9238 -1.6214 0.00 0.00 0.00
H 0.2721 -8.9025 0.4711 0.00 0.00 0.00
H 0.3594 -7.5094 2.5252 0.00 0.00 0.00
H -2.8622 -6.1109 2.6271 -0.01 0.01 0.00
H -3.4207 -5.6234 4.2298 0.00 -0.01 0.02
H -2.3430 -7.0154 4.0495 -0.01 0.00 -0.03
H -2.0610 -4.3724 5.7276 0.00 0.00 -0.01
H -0.8805 -2.8493 7.1274 0.01 0.00 0.00
H -0.3750 -1.5169 6.0878 -0.01 0.00 0.00
H 0.8384 -2.5580 6.8285 0.00 0.00 -0.01
H 1.6240 -2.7303 4.3321 0.00 0.00 0.00
H 2.5592 -3.3720 2.2994 0.00 0.00 0.00
H 1.4814 -3.9636 1.0405 0.01 0.00 -0.01
H 2.3626 -5.1151 2.0442 -0.01 0.00 0.00
H -3.3778 -7.4483 -1.1551 -0.01 0.00 0.00
H -4.7364 -6.8196 -2.1031 0.00 0.01 -0.01
H -4.1014 -5.8970 -0.7347 0.01 -0.01 0.00
H -4.3039 -5.6004 -4.0536 0.00 0.00 0.00
H -3.9830 -4.4006 -6.0641 0.00 0.00 0.00
H -2.3444 -4.5621 -6.7030 0.00 -0.01 0.00
H -2.8530 -3.0486 -5.9637 0.00 0.00 0.01
H -0.5097 -3.7760 -4.7545 0.00 0.00 0.00
H 1.2753 -4.0838 -3.3037 -0.01 -0.02 -0.01
H 1.2171 -5.4325 -2.1545 0.00 -0.01 -0.01
H 0.7497 -3.8098 -1.6442 0.00 -0.02 -0.01
H -6.3938 -3.8752 -1.0930 0.01 0.00 0.00
H -5.8213 -4.3952 -2.6768 -0.01 -0.01 0.00
H -7.5010 -3.8749 -2.4662 0.00 0.01 0.01
H -5.2590 -2.8456 -4.4066 0.00 0.00 0.00
H -4.5198 -1.2646 -6.1103 0.00 0.01 -0.01
H -3.2364 -0.4807 -5.1856 -0.01 0.00 -0.01
H -4.5773 0.4782 -5.8093 0.00 0.01 0.01
H -5.0498 1.3205 -3.4927 0.00 0.00 0.00
H -5.8553 2.1739 -1.4748 0.00 0.00 0.00
H -5.9604 1.0988 -0.0862 0.00 0.00 0.00
H -7.3936 1.3869 -1.0788 0.00 0.00 0.00
```
Forces are in eV/Å.

Values from the calculation:
electronic energy: -10757.5933 hartree
net charge: -1
molecular weight: 1313.7 g mol⁻¹
HOMO level: -4.8 eV
relative energy (zero: lowest compared OMol25 entry of this formula, charge and spin): 0.00 kcal/mol

Löwdin atomic charge list, values in e, 99 entries: 0.69 0.71 -0.58 -0.16 -0.10 -0.05 -0.18 -0.06 -0.09 -0.17 -0.31 -0.22 0.09 0.10 0.10 0.10 0.10 0.01 -0.06 -0.27 -0.01 -0.21 -0.03 -0.18 -0.25 -0.03 -0.03 -0.22 -0.04 -0.07 -0.03 -0.22 -0.19 0.01 0.09 0.29 0.01 0.08 0.36 -0.19 -0.21 -0.04 -0.07 -0.03 -0.22 -0.17 -0.26 -0.04 -0.02 -0.26 -0.05 0.00 -0.21 -0.05 -0.18 -0.26 -0.04 -0.03 -0.27 -0.05 0.00 -0.20 -0.04 -0.17 -0.26 -0.05 -0.02 -0.26 -0.05 -0.01 -0.22 -0.05 0.07 0.06 0.08 0.11 0.08 0.08 0.02 0.07 0.08 0.06 0.12 0.12 0.10 0.12 0.12 0.10 0.12 0.07 0.05 0.09 0.10 0.06 0.09 0.07 0.12 0.08 0.03